No. 1
Molecular formula: C4H15NO3
Method: DFT, ωB97M-V/def2-TZVPD

Last column: Löwdin charge in e.
CARTESIAN COORDINATES (ANGSTROEM)
C 0.725 1.244 2.013  0.0029
C 0.446 0.353 1.056  -0.2881
N 0.721 -1.014 1.288  -0.0621
C 1.063 -1.800 0.061  -0.2291
C 1.402 -0.947 -1.174  -0.0864
H 0.491 2.308 1.977  0.0456
H 1.469 0.899 2.754  0.0597
H -0.196 0.392 0.206  0.0521
H 1.484 -1.173 1.961  0.1135
H 1.908 -2.503 0.325  0.1222
H 0.199 -2.393 -0.142  0.0820
H 1.572 0.109 -1.181  0.0493
H 2.062 -1.436 -1.836  0.0512
H 0.397 -0.766 -1.729  0.0833
O 0.472 2.343 -0.734  -0.0894
H -0.271 1.701 -0.820  0.0022
H -0.139 2.943 -0.293  0.0455
O -2.731 -0.363 0.475  -0.0422
H -3.527 -0.033 0.882  0.0477
H -2.079 -0.688 1.110  0.0412
O -1.849 0.641 -1.908  -0.0677
H -2.025 -0.204 -1.480  0.0100
H -1.594 0.387 -2.809  0.0567

Computed properties:
- Calculated total energy: -12021.8057 eV
- Structure (SMILES): C=CNCC.O.O.O
- Highest occupied orbital energy: -8.05 eV
- ΔE to the lowest compared entry with this formula, charge and spin: 55.64 kcal per mole


No. 2
Molecular formula: C2H3BrO
Method: DFT, ωB97M-V/def2-TZVPD

Last column: Löwdin charge in e.
CARTESIAN COORDINATES (ANGSTROEM)
C -0.633 -0.694 0.073  0.0928
C -0.453 0.771 0.058  -0.3170
O 0.631 1.326 -0.248  -0.1133
Br 2.912 -0.424 -0.089  0.1424
H -1.650 -1.112 -0.080  0.0614
H 0.347 -1.320 -0.196  0.0379
H -1.155 1.453 0.482  0.0959

Computed properties:
- Calculated total energy: -74208.9889 eV
- Highest occupied orbital energy (spin up / spin down): -10.30 / -10.26 eV
- ΔE to the lowest compared entry with this formula, charge and spin: 78.96 kcal per mole


No. 3
Molecular formula: C11H11Cl3N2
Method: DFT, ωB97M-V/def2-TZVPD

Last column: Löwdin charge in e.
CARTESIAN COORDINATES (ANGSTROEM)
Cl -2.336 -0.158 -2.636  0.5454
C -1.689 -0.108 -1.020  -1.5636
Cl -2.545 1.079 -0.010  0.5202
Cl 0.042 0.258 -1.016  0.5292
H -1.791 -1.078 -0.553  -0.0304
C 0.347 5.637 1.419  -0.0837
C 1.720 5.490 1.443  -0.0800
C 2.253 4.208 1.413  -0.1600
N 1.514 3.108 1.364  0.0559
C 0.196 3.257 1.295  -0.1736
C -0.435 4.492 1.335  -0.0694
H -0.140 6.601 1.492  0.1036
H 2.392 6.334 1.541  0.0991
H 3.327 4.060 1.439  0.1013
H -0.393 2.347 1.284  0.0483
H -1.515 4.560 1.310  0.0997
C 0.521 -5.564 -0.856  -0.0768
C 0.824 -4.619 -1.824  -0.0637
C 0.092 -3.440 -1.837  -0.1512
N -0.909 -3.194 -1.003  0.0466
C -1.203 -4.119 -0.096  -0.1456
C -0.522 -5.317 0.023  -0.0696
H 1.142 -6.447 -0.763  0.1061
H 1.604 -4.819 -2.545  0.1026
H 0.330 -2.663 -2.557  0.1003
H -2.021 -3.875 0.574  0.1072
H -0.805 -6.032 0.783  0.1021

Computed properties:
- Calculated total energy: -52132.4553 eV
- Structure (SMILES): ClC(Cl)Cl.c1ccncc1.c1ccncc1
- Highest occupied orbital energy: -9.54 eV
- ΔE to the lowest compared entry with this formula, charge and spin: 3.48 kcal per mole


No. 4
Molecular formula: C17H19F10N2O3S2
Method: DFT, ωB97M-V/def2-TZVPD

Last column: Löwdin charge in e.
CARTESIAN COORDINATES (ANGSTROEM)
C 1.293 2.370 5.754  0.0950
C 0.650 1.992 4.801  -0.1280
C 0.014 1.726 3.419  -0.1913
C 0.265 0.222 2.899  -0.1470
C 0.096 0.308 1.297  -0.1373
C 0.450 -1.021 0.568  -0.0342
C 1.852 -1.510 0.381  -0.0779
S 3.362 -0.639 0.978  0.8083
O 3.565 -0.905 2.399  -0.2442
O 4.483 -1.252 0.243  -0.2711
C 3.327 1.206 0.735  -0.3417
F 2.723 1.747 1.878  0.0755
F 2.619 1.505 -0.423  0.0882
C 4.797 1.880 0.698  -0.2529
F 5.728 1.094 1.386  0.1135
F 4.745 3.066 1.430  0.1330
C 5.375 2.075 -0.767  -0.2345
F 6.770 2.103 -0.632  0.1177
F 5.123 0.994 -1.610  0.1172
C 4.979 3.441 -1.490  -0.3888
F 6.063 4.296 -1.494  0.1483
F 3.823 4.025 -1.040  0.1460
F 4.755 3.130 -2.836  0.1143
C 2.011 -2.810 -0.306  -0.0245
N 1.081 -3.654 -0.802  0.1393
N -0.124 -3.132 -0.638  0.0747
C -0.506 -1.979 -0.049  -0.0847
C -2.051 -1.628 0.003  -0.0442
C -2.255 -0.434 -1.055  -0.1552
F -2.688 -0.969 -2.295  -0.0677
H 1.799 2.869 6.612  0.0595
H 0.435 2.434 2.635  0.1104
H -1.099 1.935 3.447  0.1225
H 1.329 -0.047 3.153  0.0959
H -0.476 -0.496 3.358  0.1297
H -1.022 0.476 1.143  0.1171
H 0.586 1.229 0.862  0.1179
H 3.079 -3.165 -0.440  0.1497
H -0.883 -3.717 -1.031  0.1986
H -2.641 -2.499 -0.405  0.1320
H -2.391 -1.336 1.037  0.1384
H -2.922 0.383 -0.666  0.1370
H -1.247 0.057 -1.261  0.1247
C -7.916 -1.098 -2.819  -0.2645
S -6.476 -2.047 -2.295  0.8082
O -5.660 -1.170 -1.410  -0.5796
C -5.674 -2.073 -3.911  -0.2724
H -8.550 -0.926 -1.950  0.0530
H -7.599 -0.140 -3.233  0.0607
H -8.473 -1.665 -3.567  0.0569
H -5.499 -1.053 -4.255  0.0609
H -6.306 -2.607 -4.622  0.0560
H -4.721 -2.592 -3.814  0.0416

Computed properties:
- Calculated total energy: -75890.4063 eV
- Charge: +1
- Highest occupied orbital energy: -11.22 eV
- ΔE to the lowest compared entry with this formula, charge and spin: 84.49 kcal per mole


No. 5
Molecular formula: C52H43ClN2O10P2SW
Method: DFT, ωB97M-V/def2-TZVPD

Last column: Löwdin charge in e.
CARTESIAN COORDINATES (ANGSTROEM)
W -0.419 -0.494 -1.367  1.7433
O 2.395 3.545 0.079  -0.4581
S 1.667 2.329 0.525  0.9275
C 1.045 2.705 2.170  -0.3834
C 1.889 3.298 3.101  -0.0552
C 1.418 3.575 4.370  -0.0561
C 0.105 3.257 4.692  -0.0616
C -0.740 2.701 3.747  -0.0619
C -0.289 2.429 2.451  -0.3346
P -1.380 1.692 1.147  1.1223
C -2.854 1.360 2.174  -0.3680
C -2.980 0.098 2.747  -0.0897
C -4.019 -0.188 3.624  -0.0598
C -4.944 0.791 3.945  -0.0764
C -4.820 2.062 3.392  -0.0733
C -3.784 2.346 2.520  -0.1039
C -1.913 3.185 0.227  -0.3541
C -1.063 4.257 -0.036  -0.0687
C -1.475 5.297 -0.858  -0.0551
C -2.742 5.291 -1.418  -0.0707
C -3.599 4.233 -1.158  -0.0729
C -3.183 3.185 -0.354  -0.1381
C 2.928 1.168 1.080  -0.3456
C 4.161 1.729 1.381  -0.0752
C 5.113 0.985 2.053  -0.0454
C 4.806 -0.306 2.462  -0.0509
C 3.600 -0.877 2.097  -0.1042
C 2.661 -0.177 1.328  -0.3312
P 1.180 -1.128 0.779  1.1266
C 0.385 -1.403 2.417  -0.3118
C 0.699 -0.539 3.466  -0.0897
C 0.108 -0.687 4.714  -0.0662
C -0.796 -1.709 4.941  -0.0757
C -1.115 -2.578 3.907  -0.0742
C -0.540 -2.423 2.658  -0.0972
C 1.899 -2.743 0.280  -0.3253
C 3.254 -2.908 -0.007  -0.1062
C 3.753 -4.146 -0.383  -0.0681
C 2.904 -5.235 -0.506  -0.0783
C 1.546 -5.069 -0.282  -0.0611
C 1.047 -3.833 0.095  -0.0986
H 2.906 3.541 2.821  0.1111
H 2.068 4.034 5.103  0.1091
H -0.272 3.455 5.688  0.1095
H -1.756 2.472 4.028  0.1004
H -2.253 -0.674 2.523  0.0704
H -4.098 -1.182 4.045  0.1082
H -5.757 0.572 4.626  0.1033
H -5.531 2.838 3.649  0.1051
H -3.693 3.345 2.112  0.1092
H -0.072 4.313 0.395  0.0787
H -0.793 6.112 -1.059  0.1111
H -3.055 6.099 -2.066  0.1075
H -4.588 4.212 -1.597  0.1105
H -3.864 2.364 -0.162  0.1030
H 4.337 2.757 1.089  0.1125
H 6.075 1.421 2.290  0.1118
H 5.513 -0.880 3.046  0.1114
H 3.389 -1.894 2.397  0.1197
H 1.417 0.258 3.331  0.0939
H 0.367 0.005 5.506  0.1072
H -1.253 -1.828 5.915  0.1078
H -1.830 -3.376 4.061  0.1143
H -0.858 -3.083 1.872  0.0859
H 3.932 -2.068 0.026  0.1020
H 4.807 -4.246 -0.605  0.1113
H 3.294 -6.199 -0.806  0.1075
H 0.864 -5.898 -0.421  0.1114
H -0.021 -3.719 0.194  0.0887
O -6.390 0.390 -2.719  0.1086
C -5.128 0.255 -2.286  -0.2562
C -4.768 -0.694 -1.319  0.1019
C -3.444 -0.770 -0.962  -0.1528
N -2.542 0.039 -1.508  0.0037
C -2.879 0.981 -2.386  -0.1901
C -4.170 1.122 -2.820  0.0911
C -1.684 1.833 -2.766  -0.5448
O -1.778 2.779 -3.496  0.1478
O -0.607 1.430 -2.127  -0.2386
C -2.809 -1.664 0.074  -0.5581
O -3.427 -2.513 0.672  0.1104
O -1.556 -1.342 0.279  -0.2979
H -6.959 -0.276 -2.315  0.1236
H -5.486 -1.362 -0.860  0.1392
H -4.427 1.875 -3.550  0.1521
O -0.914 -0.580 -3.481  -0.5486
Cl -1.828 -1.800 -3.952  0.9286
O -0.982 -2.607 -4.802  -0.4144
O -2.877 -1.146 -4.709  -0.4062
O -0.344 -2.141 -1.697  -0.3996
C 2.404 -1.950 -5.458  -0.0795
N 2.755 -2.839 -4.356  -0.2585
C 2.438 -4.213 -4.713  -0.1002
C 2.028 -2.481 -3.137  -0.1783
C 2.469 -1.128 -2.607  -0.2147
C 3.829 -0.837 -2.772  -0.0589
C 4.340 0.429 -2.570  -0.0660
C 3.462 1.467 -2.288  -0.0851
C 2.127 1.183 -2.077  -0.1795
C 1.605 -0.123 -2.102  -0.2245
H 3.016 -2.198 -6.327  0.0840
H 2.608 -0.914 -5.185  0.0855
H 1.344 -2.029 -5.734  0.0790
H 1.363 -4.357 -4.906  0.0863
H 2.737 -4.883 -3.904  0.0762
H 2.988 -4.493 -5.612  0.0819
H 2.235 -3.265 -2.405  0.0965
H 0.955 -2.491 -3.328  0.0727
H 4.466 -1.632 -3.138  0.1166
H 5.398 0.619 -2.704  0.1031
H 3.802 2.493 -2.227  0.1087
H 1.453 2.011 -1.922  0.0596

Computed properties:
- Calculated total energy: -121833.8512 eV
- Highest occupied orbital energy: -7.85 eV
- ΔE to the lowest compared entry with this formula, charge and spin: 0.00 kcal per mole


Q: Among the records above, which one has the highest ΔE to the lowest compared entry with this formula, charge and spin?
A: C17H19F10N2O3S2


Q: Number 5 is which compound?
A: C52H43ClN2O10P2SW


Copy entry 2 word for word.
Molecular formula: C2H3BrO
Method: DFT, ωB97M-V/def2-TZVPD

Last column: Löwdin charge in e.
CARTESIAN COORDINATES (ANGSTROEM)
C -0.633 -0.694 0.073  0.0928
C -0.453 0.771 0.058  -0.3170
O 0.631 1.326 -0.248  -0.1133
Br 2.912 -0.424 -0.089  0.1424
H -1.650 -1.112 -0.080  0.0614
H 0.347 -1.320 -0.196  0.0379
H -1.155 1.453 0.482  0.0959

Computed properties:
- Calculated total energy: -74208.9889 eV
- Highest occupied orbital energy (spin up / spin down): -10.30 / -10.26 eV
- ΔE to the lowest compared entry with this formula, charge and spin: 78.96 kcal per mole